(1)
ORCA calculation (ωB97M-V with the def2-TZVPD basis set) on the molecule C5H16N3 at a distorted geometry.

Atoms and positions in Å:
1 N 1.01 0.27 -2.45
2 C -0.47 0.06 -1.84
3 C -1.53 0.60 -2.72
4 C -0.17 0.57 -0.41
5 N 0.23 -0.68 0.33
6 C 1.09 -0.64 1.47
7 C 0.14 -0.83 2.71
8 N -0.36 0.51 3.06
9 H 1.41 -0.40 -3.19
10 H 1.66 0.20 -1.66
11 H 1.04 1.18 -2.85
12 H -0.55 -1.05 -1.85
13 H -1.38 1.68 -3.02
14 H -2.49 0.52 -2.17
15 H -1.64 -0.02 -3.58
16 H 0.64 1.25 -0.38
17 H -0.99 1.04 0.23
18 H -0.65 -1.20 0.68
19 H 1.71 0.28 1.54
20 H 1.86 -1.39 1.37
21 H 0.85 -1.25 3.45
22 H -0.69 -1.62 2.69
23 H 0.07 0.98 3.83
24 H -1.42 0.60 3.11

Values from the calculation:
HOMO energy (spin up / spin down)   -0.1154 / -0.3155 Eh
Net charge   0
LUMO level (spin up / spin down)   0.02856 / 0.02523 hartree
2S+1   2



(2)
ORCA calculation (ωB97M-V with the def2-TZVPD basis set) on the ion C11H16BN2 with charge +1 at a distorted geometry.

Atoms and positions in Å:
1 C 3.00 -1.00 0.19
2 N 2.57 -1.01 -1.17
3 C 3.55 -1.84 -1.85
4 C 1.16 -1.45 -1.19
5 B 0.02 -0.15 -0.48
6 C 0.30 1.35 -0.53
7 C -0.63 2.12 0.10
8 C -1.82 1.60 0.57
9 C -2.64 2.51 1.27
10 C -3.80 2.10 1.84
11 C -4.14 0.75 1.83
12 C -3.33 -0.11 1.16
13 C -2.16 0.29 0.55
14 N -1.27 -0.60 0.00
15 H 3.16 -2.01 0.55
16 H 3.99 -0.59 0.43
17 H 2.21 -0.63 0.79
18 H 2.58 -0.16 -1.56
19 H 3.32 -2.85 -1.52
20 H 3.47 -1.76 -2.93
21 H 4.57 -1.57 -1.48
22 H 1.30 -2.41 -0.68
23 H 0.87 -1.75 -2.21
24 H 1.11 2.02 -0.85
25 H -0.41 3.21 0.00
26 H -2.31 3.47 1.52
27 H -4.41 2.83 2.18
28 H -5.14 0.35 2.06
29 H -3.58 -1.15 1.22
30 H -1.54 -1.54 0.20

Values from the calculation:
HOMO energy   -0.4293 Eh
Net charge   +1
SMILES   C[NH+](C)CB1C=Cc2ccccc2N1
LUMO level   -0.10152 hartree



(3)
ORCA calculation (ωB97M-V with the def2-TZVPD basis set) on a cluster of 2 separate species, C5H16N3 in total at a distorted geometry.

Atoms and positions in Å:
1 C -0.26 2.75 0.22
2 C 0.58 3.43 -0.85
3 H -1.22 2.34 -0.12
4 H 0.34 2.10 0.89
5 H -0.54 3.64 0.83
6 H 0.15 4.44 -1.02
7 H 0.51 2.99 -1.86
8 H 1.66 3.59 -0.68
9 C -0.28 -0.17 1.26
10 C -0.46 -0.84 2.66
11 C 0.14 -1.41 -0.83
12 N 0.38 -1.25 0.50
13 N -0.39 -0.48 -1.62
14 N 0.22 -2.68 -1.38
15 H -1.08 0.10 0.58
16 H 0.38 0.76 1.42
17 H -1.30 -1.52 2.58
18 H -0.74 -0.24 3.52
19 H 1.02 -1.86 1.01
20 H -0.32 0.47 -1.29
21 H -0.24 -0.62 -2.62
22 H 0.80 -3.26 -0.78
23 H 0.52 -2.69 -2.36
24 H 0.38 -1.53 2.77

Values from the calculation:
HOMO energy (spin up / spin down)   -0.7012 / -0.6814 Eh
Net charge   +2
LUMO level (spin up / spin down)   -0.29297 / -0.51305 hartree
2S+1   2



(4)
ORCA calculation (ωB97M-V with the def2-TZVPD basis set) on a structure of composition C17H27IrN3S2 at a distorted geometry.

Atoms and positions in Å:
1 Ir -0.69 -0.43 -0.09
2 S -0.01 -0.53 2.03
3 S 0.29 -0.29 -2.21
4 C 1.80 -0.16 2.21
5 C 0.22 -2.36 2.26
6 C 0.97 -2.92 1.09
7 N 0.29 -2.48 -0.16
8 C 1.13 -2.77 -1.36
9 C 0.51 -2.08 -2.55
10 H -0.77 -2.82 2.39
11 H 0.79 -2.46 3.19
12 H 0.98 -4.03 1.11
13 H 2.01 -2.59 1.06
14 H 1.15 -3.87 -1.50
15 H 2.15 -2.44 -1.17
16 H -0.48 -2.49 -2.79
17 H 1.15 -2.14 -3.43
18 C 2.08 0.12 -2.03
19 H -0.50 -3.13 -0.25
20 H 2.45 -0.11 -1.02
21 H 2.17 1.19 -2.22
22 H 2.62 -0.44 -2.79
23 H 1.85 0.87 2.59
24 H 2.34 -0.24 1.27
25 H 2.21 -0.84 2.96
26 C -2.23 -1.64 -0.01
27 C -3.53 -0.92 0.29
28 H -2.05 -2.41 0.75
29 H -2.27 -2.12 -1.00
30 H -4.05 -1.44 1.09
31 H -4.16 -0.96 -0.60
32 N -1.75 1.16 -0.57
33 C -1.66 2.42 -0.08
34 C -2.78 3.26 0.01
35 C -2.59 4.61 0.29
36 C -1.32 5.15 0.44
37 C -0.16 4.33 0.42
38 C 1.17 4.80 0.52
39 C 2.21 3.89 0.45
40 C 1.93 2.52 0.34
41 N 0.69 2.04 0.22
42 C -0.35 2.91 0.24
43 H -3.39 0.12 0.60
44 H -2.55 1.00 -1.18
45 H -3.77 2.83 -0.16
46 H -3.47 5.26 0.36
47 H -1.17 6.22 0.59
48 H 1.35 5.87 0.62
49 H 3.26 4.19 0.47
50 H 2.74 1.79 0.32

Values from the calculation:
HOMO energy (spin up / spin down)   -0.5976 / -0.6841 Eh
Net charge   +3
LUMO level (spin up / spin down)   -0.38226 / -0.52859 hartree
2S+1   5



Per-record energy above the lowest of the compared OMol25 structures with the same formula, charge and spin, eV: 2.9893; 0.0000; 2.9262; 0.2251